# 1
ORCA calculation (ωB97M-V with the def2-TZVPD basis set) on a single C16H16N2O4S2 molecule in a non-equilibrium geometry.

Results
- Charge: 0
- HOMO-LUMO gap: 8.720 eV
- HOMO energy: -8.210 eV
- Spin multiplicity: 1
- LUMO energy: 0.510 eV

Last column: Mulliken charge in e.
Element x y z (Å)
S: -1.69127 -2.58457 -0.87267  -0.175
S: -4.34750 -0.72120 -0.23871  1.193
O: -4.65655 -1.40993 -1.44758  -0.619
O: 3.43806 -2.16789 -1.07868  -0.433
O: 0.71483 2.14244 -0.93028  -0.440
O: -5.40446 -0.12661 0.51765  -0.696
N: -3.61584 -1.83965 0.85790  -0.233
N: -1.37174 -1.65430 1.53776  -0.621
C: 1.43953 2.72672 0.13824  -0.356
C: -0.11322 -1.79418 1.02261  -0.578
C: 1.07145 -1.45173 1.65757  -0.944
C: -2.32063 0.38291 -1.71900  -0.502
C: -2.97976 0.39312 -0.50117  0.224
C: 1.04214 4.17703 0.39386  -1.109
C: 1.12315 -2.39446 -0.98548  -0.740
C: -0.52166 1.64508 -0.72436  0.581
C: -1.22392 1.68878 0.48119  -0.016
C: -2.26902 -1.99129 0.68827  0.249
C: -1.10417 1.01779 -1.83389  -0.397
C: 2.26840 -1.56677 0.97878  -0.283
C: 2.30455 -2.03434 -0.33833  0.836
C: -0.06975 -2.26894 -0.30750  0.964
C: 4.67165 -1.81034 -0.50372  -0.822
C: -2.44834 1.05394 0.58782  -1.182
H: -2.76436 -0.14695 -2.54651  0.487
H: -0.81823 2.18035 1.34978  0.461
H: -0.00102 4.25316 0.68938  0.308
H: 4.69495 -0.75133 -0.22672  0.313
H: 1.66377 4.59195 1.18236  0.381
H: 1.04319 -1.09056 2.67304  0.496
H: -2.98890 1.05738 1.52118  0.322
H: 2.48188 2.68366 -0.19017  0.355
H: 1.18436 4.76125 -0.51152  0.318
H: 4.90041 -2.42251 0.37439  0.343
H: 3.17892 -1.28794 1.48457  0.419
H: -3.87515 -1.62156 1.81099  0.432
H: 1.33727 2.11921 1.04507  0.284
H: -0.55567 1.01122 -2.76171  0.456
H: 1.16471 -2.75299 -1.99996  0.485
H: 5.41794 -1.99591 -1.27448  0.239

# 2
ORCA calculation (ωB97M-V with the def2-TZVPD basis set) on 2 unconnected molecules or ions with the total composition C2H8N5 in a non-equilibrium geometry.

Results
- Charge: +1
- HOMO-LUMO gap: 9.469 eV
- HOMO energy: -13.422 eV
- Spin multiplicity: 1
- LUMO energy: -3.952 eV

Last column: Mulliken charge in e.
Element x y z (Å)
N: 1.81953 1.81098 0.39638  -0.305
N: 1.09169 -1.68867 -0.14154  -0.530
N: -1.20123 0.34996 0.02991  -0.237
N: -1.39796 -0.90981 0.57299  -0.573
N: 1.67133 -0.59325 0.11742  0.176
C: -1.69380 0.72024 -1.09329  -0.240
C: 1.44336 0.56767 0.27106  0.373
H: -1.68478 1.73063 -1.53834  0.275
H: -0.02692 -1.78424 -0.27303  0.424
H: 2.10128 2.26136 -0.45798  0.279
H: 1.54548 -2.38372 0.45201  0.288
H: 2.18675 2.15502 1.26915  0.282
H: -2.39971 -1.23952 0.59526  0.254
H: -1.00631 -1.11112 1.47190  0.277
H: -2.44872 0.11447 -1.67190  0.258

# 3
ORCA calculation (ωB97M-V with the def2-TZVPD basis set) on a molecular structure, C33H35FN7O3Tc.

Results
- Charge: +3
- HOMO-LUMO gap (spin up / spin down): 6.788 / 6.230 eV
- HOMO energy (spin up / spin down): -15.012 / -15.383 eV
- Spin multiplicity: 4
- Expectation value of S²: 3.816
- LUMO energy (spin up / spin down): -8.224 / -9.153 eV

Last column: Löwdin spin population.
Element x y z (Å)
Tc: 0.11508 0.54569 -2.63701  2.177
F: -1.26850 0.52179 3.97804  0.000
O: 4.13752 0.54331 -2.40007  0.026
O: 1.97403 0.23752 -2.82216  0.111
O: 0.33089 0.62593 -0.70222  0.066
N: -1.16874 1.83440 -3.40267  0.053
N: 3.67766 0.15872 1.63449  0.004
N: -3.50464 -8.40890 -4.57944  0.028
N: 0.97362 0.28328 5.65274  0.001
N: -2.89655 2.93438 -4.58406  0.007
N: -2.74721 0.63298 -4.60034  0.004
N: 1.39848 1.28192 8.05544  0.000
C: -0.04911 0.46370 3.42406  0.001
C: -3.12913 -7.34860 -4.34974  0.004
C: -1.37600 -5.64900 -4.47084  -0.010
C: 5.97762 -0.88502 1.97481  0.000
C: -0.91438 -4.38211 -4.18261  0.050
C: 3.02289 0.41027 -1.99599  0.016
C: -0.56617 3.15754 -3.11377  0.015
C: -2.44846 4.27317 -4.18774  0.001
C: 2.69781 0.36287 -0.53804  0.008
C: 0.03903 0.52196 2.06904  0.000
C: 2.43158 0.26188 2.24553  0.001
C: -1.64052 4.20505 -2.91334  0.003
C: -1.25894 -2.19323 -3.17947  0.279
C: -3.48244 -5.13882 -3.36545  -0.009
C: 1.29048 0.41965 1.43720  0.002
C: 2.44224 0.28072 7.60137  0.000
C: -0.83602 -1.06408 -2.90990  -0.004
C: 1.08425 0.32110 4.27061  0.001
C: 1.85445 -0.54997 6.45974  0.000
C: -4.02634 2.88576 -5.53104  0.001
C: -3.02712 -3.87023 -3.07720  0.048
C: 0.01148 0.74526 7.85342  0.000
C: -0.26578 0.62880 6.35371  0.000
C: 2.31963 0.23455 3.64056  0.000
C: -4.83507 1.62097 -5.33369  0.000
C: 1.41832 0.46320 0.01106  0.010
C: -2.28782 1.81492 -4.20560  0.016
C: 5.14671 -1.25544 3.16622  0.000
C: 3.78305 0.23401 0.31504  0.000
C: -1.73861 -3.48597 -3.48266  0.035
C: -2.65654 -6.02689 -4.06011  0.049
C: 4.89017 0.03342 2.43953  0.000
C: -3.91290 0.42930 -5.46361  0.001
H: 0.07552 -4.07807 -4.49290  0.002
H: -3.57678 0.30512 -6.49526  0.000
H: -0.69694 1.41737 8.33228  0.000
H: -1.86373 4.70846 -5.00301  0.000
H: -0.02144 -0.21318 8.36770  0.000
H: 4.42904 -2.05318 3.02786  0.000
H: 2.70098 -0.33504 8.46083  0.000
H: -2.22703 -0.17363 -4.29113  0.002
H: -1.19339 5.17554 -2.70394  0.000
H: -5.30961 1.63183 -4.35115  0.000
H: 5.81851 -1.45937 1.07308  0.000
H: -4.46915 -5.45423 -3.05753  -0.001
H: 5.16495 0.97208 2.90385  0.000
H: 0.10461 3.44507 -3.92814  0.000
H: -3.63681 2.95572 -6.55011  0.000
H: 1.29864 -1.40608 6.85495  0.000
H: -0.86637 0.61815 1.48707  0.000
H: 1.54827 1.52431 9.03630  0.000
H: 2.66279 -0.96400 5.86617  0.000
H: -0.63484 1.58176 5.97517  0.000
H: -4.39878 -0.49376 -5.15276  0.000
H: -4.63260 3.76950 -5.34495  0.000
H: -0.75530 -6.35162 -5.00851  -0.001
H: -2.27672 3.93209 -2.06941  0.000
H: -5.62333 1.56735 -6.08251  0.000
H: -1.05653 -0.11393 6.22077  0.000
H: 1.50396 2.14671 7.52246  0.000
H: 0.03898 3.06423 -2.20075  0.002
H: 3.22162 0.16540 4.22585  0.000
H: 5.59357 -1.19561 4.14874  0.000
H: 6.99285 -0.55050 2.12677  0.000
H: 3.31549 0.85372 7.29648  0.000
H: 4.78057 0.18781 -0.10070  0.000
H: -3.65326 -3.17656 -2.53320  0.002
H: -3.33768 4.88680 -4.05418  0.000

# 4
ORCA calculation (ωB97M-V with the def2-TZVPD basis set) on 2 unconnected molecules or ions with the total composition C6H16NO in a non-equilibrium geometry.

Results
- Charge: +1
- HOMO-LUMO gap: 10.127 eV
- HOMO energy: -13.249 eV
- Spin multiplicity: 1
- LUMO energy: -3.122 eV

Last column: Mulliken charge in e.
Element x y z (Å)
O: -1.68304 -1.46774 -1.54206  -0.652
N: 0.93250 -0.96513 -0.75704  -0.233
C: -1.51526 -0.33189 1.64234  -0.920
C: 1.39714 0.37558 -0.25110  0.564
C: -1.61076 1.50777 -0.09773  -1.289
C: 2.88152 0.24218 0.05588  -1.427
C: 0.59533 0.77743 0.96649  -1.274
C: -0.92134 0.52273 0.82307  0.708
H: -2.14978 1.02391 -0.91970  0.257
H: 0.85579 0.24932 1.88538  0.443
H: 1.25054 1.08678 -1.05783  0.322
H: -1.78256 -1.93862 -2.38144  0.269
H: -2.54998 -0.64561 1.68347  0.351
H: -2.54006 -1.49576 -1.10286  0.313
H: -0.91565 2.22797 -0.52788  0.343
H: -2.36515 2.06394 0.43259  0.411
H: -0.08858 -1.19115 -0.78665  0.255
H: 1.33469 -1.72014 -0.19755  0.409
H: 3.54668 1.06275 -0.22711  0.352
H: -0.90846 -0.94005 2.31581  0.234
H: 1.28548 -1.19608 -1.68436  0.393
H: 0.71318 1.83130 1.18535  0.418
H: 3.44248 -0.62694 -0.31662  0.393
H: 3.04038 0.15122 1.13435  0.362

Ordered relative energy (zero: lowest compared OMol25 entry of this formula, charge and spin) results: 2.594; 4.689; 0.000; 0.881; unit eV.